(1)
Here is an isolated molecule of C20H31N3O3 from the Open Molecules 2025 dataset. Energies are from ωB97M-V with the def2-TZVPD basis set.

XYZ file:
```
57
Properties=species:S:1:pos:R:3:forces:R:3
H -2.6941 1.9348 -6.0273 0.0 0.0 0.1
H -1.2305 -1.3249 4.5759 -0.1 0.0 0.1
C -2.3959 0.4875 -4.4556 -0.3 0.1 -0.2
H 0.2038 3.3926 -3.8863 0.0 0.2 -0.1
H -3.4326 0.3726 -4.1318 0.1 -0.1 -0.1
H -1.6317 4.9328 -3.7851 0.0 0.1 0.0
H 3.4969 -5.4381 7.1588 0.0 -0.1 0.0
N -0.7251 2.0925 -5.2332 -0.2 0.0 -0.1
N -1.2666 -0.3418 0.1477 -0.6 -0.1 -0.2
C -0.1847 1.6857 -6.5117 0.3 -0.1 0.0
H 1.8709 -3.2967 5.5702 0.0 -0.1 0.0
O 1.1759 -0.8618 5.0982 -0.3 -0.1 0.0
H 1.3200 0.1494 0.6338 0.0 0.0 0.0
H 2.6446 -0.5983 6.4123 0.0 0.1 -0.1
C -2.6235 3.0114 -4.1455 0.1 0.0 -0.2
C -0.5934 -0.4588 1.3642 0.5 0.1 0.3
H -2.3641 -1.0999 2.3923 -0.1 0.0 0.0
O -3.0945 -0.3045 -1.7522 -0.1 0.0 0.0
H -0.6976 0.7701 -6.8171 0.0 0.0 -0.1
C -2.1595 1.8788 -5.0641 -0.3 -0.2 0.2
C 3.4468 -3.2807 7.0367 -0.2 -0.2 -0.2
H -2.0801 4.6252 -5.4700 0.0 0.0 0.0
H -2.4416 2.7389 -3.1053 0.0 0.0 0.1
H 3.4113 -4.6305 8.7252 0.0 -0.1 0.1
H 2.4410 -0.0715 2.7813 0.1 0.0 0.0
H -2.2601 -0.5706 0.1445 0.2 0.1 -0.1
C -0.8149 0.0355 -1.0602 0.1 0.0 0.2
C 3.3703 -1.9325 4.8678 -0.5 0.0 0.1
C 3.0603 -4.5990 7.6962 0.1 0.2 0.0
N -1.5460 0.3151 -3.3093 0.4 0.1 0.0
H 3.0172 -2.4578 7.6103 0.1 0.1 0.0
H 3.2186 -2.0691 3.7951 0.1 0.1 0.0
C 0.6773 -0.7211 3.8401 -0.2 0.0 -0.2
C 2.9597 -3.2162 5.5908 0.2 0.2 0.1
H -0.3607 2.4466 -7.2939 -0.1 -0.1 0.0
H 1.4865 0.6443 -5.6413 0.0 -0.1 0.1
H 4.4292 -1.7284 5.0385 0.1 0.0 -0.1
H -0.5825 0.6163 -3.4185 -0.1 -0.1 0.1
H 1.8560 2.2975 -6.1253 0.1 0.1 0.0
C -1.9579 0.0007 -2.0840 -0.1 -0.1 -0.2
C 0.7600 -0.1744 1.4954 -0.2 0.0 -0.2
H 0.2131 3.9636 -5.5660 0.0 0.0 0.0
H -2.1663 -0.2859 -5.1969 -0.1 0.0 0.0
H 1.9794 -4.7199 7.6982 -0.1 -0.1 0.0
C 2.5618 -0.7163 5.3292 0.5 0.0 -0.1
C -1.7133 4.1645 -4.5508 0.1 -0.1 0.0
H 2.9414 0.1987 4.8576 -0.1 0.0 0.1
C -1.3111 -0.8767 2.4844 0.1 0.1 -0.1
C -0.6843 -1.0056 3.7025 0.2 0.0 0.1
C 1.3900 -0.3051 2.7201 0.1 -0.1 0.4
O 0.3130 0.3755 -1.3738 0.0 0.0 0.1
C -0.3851 3.4492 -4.8091 0.2 0.2 0.3
H -3.6813 3.2331 -4.2714 0.0 0.0 0.0
H 1.6919 1.0397 -7.3534 0.1 0.0 -0.1
C 1.3093 1.3999 -6.4018 -0.3 0.0 -0.2
H 4.5339 -3.1697 7.0566 0.0 0.1 0.0
H 3.3670 -4.0710 5.0458 -0.1 -0.1 0.0
```
Positions in Å, forces in eV/Å.

* 2S+1: 1

(2)
Here is an isolated molecule of C20H31N3O4S at a distorted geometry from the Open Molecules 2025 dataset. Energies are from ωB97M-V with the def2-TZVPD basis set.

XYZ file:
```
59
Properties=species:S:1:pos:R:3:forces:R:3
H 2.2484 2.5657 3.5438 -0.1 0.0 0.1
H -2.8337 0.0283 2.3950 0.2 0.0 0.1
H -0.2678 1.7967 -0.5554 0.0 -0.1 0.1
N 1.5153 1.4877 1.1978 0.2 0.3 0.3
O -4.0085 -0.0222 -1.0653 0.0 -0.1 -0.2
H -7.4800 -2.6468 -1.6638 0.1 0.1 0.0
H -1.1743 -0.6118 2.2395 -0.1 0.0 0.0
H -6.2593 -2.1869 1.6633 0.0 -0.2 0.0
H -2.4381 1.5813 0.5292 0.0 0.1 0.0
H 7.6018 0.7515 -3.9207 0.1 0.0 -0.1
C -0.4750 0.8708 -0.0054 -0.1 -0.1 -0.1
S -4.0037 -0.8218 0.1257 0.3 -0.8 0.1
H -6.9162 -1.4142 -0.4891 -0.1 -0.1 -0.1
H -6.3255 -3.9555 1.9515 0.1 0.1 0.0
H -0.6702 -1.9483 0.2116 -0.2 0.0 -0.1
H 4.8574 0.9455 1.3826 0.1 -0.1 0.0
H 1.2140 2.4311 1.0150 -0.1 -0.1 -0.1
C 2.7912 1.3171 1.8712 0.3 -0.2 0.1
H 6.7307 2.8354 -0.2989 0.0 0.1 0.1
N -4.3594 -2.3855 -0.3391 0.3 1.0 0.1
H 4.4283 3.1452 0.3565 -0.1 0.1 0.0
C -0.9662 -0.1873 -0.9996 0.2 0.0 0.2
C 4.0809 2.2462 -0.1552 0.1 -0.3 0.2
H -1.2173 1.8523 1.7914 -0.1 0.0 0.0
O -4.8126 -0.3737 1.2220 0.1 0.0 0.2
N -2.4830 -1.1142 0.7286 -1.0 0.0 -0.2
H 3.1145 2.4576 -0.6186 0.0 0.1 0.0
H 8.3440 2.1345 -2.0169 0.1 0.0 0.0
C 6.8937 1.0588 -3.1654 0.1 0.0 -0.1
C 6.4006 2.2287 -1.1307 0.0 0.0 0.0
H 3.0582 3.4330 2.2362 0.0 0.2 0.0
C 5.5657 0.6788 -3.2614 0.0 -0.1 -0.1
C -4.6288 -3.2776 0.7728 -0.3 -0.2 0.5
H -3.9557 -2.9951 1.5811 0.0 -0.2 0.1
C -6.0902 -3.1785 1.2224 0.2 0.0 0.2
H -5.1207 -1.7321 -2.1345 -0.1 -0.2 -0.1
H 3.6919 0.1822 0.3014 0.1 0.0 0.0
H -5.1597 -3.5035 -1.8833 0.0 0.1 0.0
C 7.3092 1.8348 -2.0974 0.1 0.0 0.0
C -2.0104 -0.1531 1.7035 -0.2 0.5 0.4
H 5.2351 0.0731 -4.0926 0.0 0.0 -0.1
H -0.1496 -0.4813 -1.6608 0.0 0.0 0.0
O 1.1781 -0.7037 0.8365 0.2 -0.5 0.0
C -1.5715 1.1490 1.0348 0.1 -0.1 0.1
H -4.4047 -4.2970 0.4424 0.0 0.1 0.1
C 4.6600 1.0745 -2.2943 0.0 0.0 0.0
C 3.9182 1.0990 0.8488 -0.3 0.1 0.1
C -1.4953 -1.4305 -0.2833 0.4 -0.3 -0.6
C -6.7515 -2.4293 -0.8808 0.2 0.0 -0.3
O -6.9709 -3.3820 0.1364 -0.1 -0.2 -0.1
C 3.0362 2.5010 2.7966 -0.1 -0.3 -0.1
H 3.6240 0.7755 -2.3718 -0.1 0.0 0.0
H -1.9787 -2.1020 -0.9931 0.2 -0.1 0.0
H 3.9871 2.3825 3.3082 0.1 0.0 0.0
C -5.3214 -2.5263 -1.4168 -0.5 0.2 -0.3
H 2.7073 0.3975 2.4630 0.0 0.2 -0.1
H -1.7722 0.2423 -1.5961 0.1 0.0 0.0
C 5.0666 1.8558 -1.2196 -0.1 0.2 0.0
C 0.8137 0.4465 0.7008 -0.4 0.6 -0.3
```
Positions in Å, forces in eV/Å.

* 2S+1: 1

(3)
Here is an isolated molecule of C20H31N5O4 from the Open Molecules 2025 dataset. Energies are from ωB97M-V with the def2-TZVPD basis set.

XYZ file:
```
60
Properties=species:S:1:pos:R:3:forces:R:3
C 2.3051 0.9965 3.4113 -0.2 0.0 -0.1
C 2.6683 3.1071 2.0866 -0.1 0.2 0.0
C 1.7164 3.5364 -0.2806 -0.1 -0.2 -0.2
H -1.5132 -2.0686 -2.0500 0.0 0.0 0.0
H -2.0090 -3.7485 3.2847 0.0 0.0 0.0
H -1.3845 -2.8802 0.8234 0.0 0.0 0.0
H 2.3718 -0.8893 2.3329 0.0 0.0 0.0
H -4.4309 -2.5816 0.9710 0.0 0.0 0.0
H 2.5005 4.9097 -2.4993 0.0 0.0 0.0
H 3.7867 3.1038 0.1814 0.0 0.0 0.0
H -3.3055 -2.5612 3.1034 0.0 0.0 0.0
H -0.3913 1.3007 3.5812 0.0 0.0 0.0
H 3.7380 3.7062 -2.1071 0.0 0.0 0.0
C -1.1500 -1.2065 -4.0482 0.0 -0.1 0.0
N 1.7629 3.1259 -1.6870 0.1 0.1 0.2
H -0.8434 -1.5416 -5.0281 0.0 0.0 0.0
H 1.8266 4.6240 -0.2467 0.0 0.0 0.0
C 0.1793 0.7861 -4.2829 0.1 0.2 0.0
C -0.4966 0.2423 3.4168 -0.1 0.0 0.0
C 0.4825 -0.6605 3.2658 0.1 0.0 -0.2
H 0.3210 -2.6576 3.5820 -0.1 -0.1 0.0
C -1.7405 -2.1919 -3.1015 0.0 -0.2 0.0
O -2.9273 -0.0518 3.3350 0.0 0.1 0.0
H 3.5485 3.5110 2.5863 0.0 0.0 0.0
H -3.5667 -4.9381 1.4152 0.0 0.0 0.0
C 2.7905 2.8731 0.5590 0.1 -0.3 0.1
H -1.8274 -5.2483 1.4232 0.0 0.0 0.0
O -0.0223 0.8674 -5.4811 0.0 0.0 -0.1
N 2.4791 1.6798 2.2600 0.1 -0.3 0.0
C -2.3215 -2.8538 2.7358 0.3 -0.1 0.1
C 2.7281 3.8416 -2.5000 0.0 0.0 -0.1
H 0.7349 3.2828 0.1168 0.0 0.0 0.0
H -2.6499 -4.8407 -0.0870 0.0 0.0 0.0
H 1.7900 3.6844 2.3864 0.0 0.1 0.0
C -1.7790 -0.4597 3.3083 0.0 0.0 -0.2
N -0.0442 -1.9253 2.9789 -0.1 0.2 0.0
C 2.5853 1.3485 0.8317 -0.1 0.2 0.1
H 3.4362 0.7091 0.5885 0.0 0.0 0.0
N -1.4327 -1.7785 3.1065 0.1 -0.1 0.2
O 2.3239 1.5516 4.4943 0.1 0.0 0.1
H -3.4716 -2.4564 -0.5054 0.0 0.0 -0.1
H -0.2450 -0.0519 -2.5081 0.0 0.0 0.0
H 1.6741 0.9424 0.3915 0.0 0.0 0.1
H 2.1212 1.4454 -3.8065 0.0 0.0 0.0
H -3.3099 -1.2378 0.7661 0.0 0.0 0.0
H -2.9616 -0.3347 -3.1355 0.0 0.0 0.0
C 1.1047 1.8078 -3.6266 -0.1 -0.1 0.0
C -3.4529 -2.3023 0.5714 0.2 0.1 0.0
C 0.9714 2.1190 -2.1415 0.1 0.0 0.0
H 2.4332 -1.0289 4.0918 0.0 0.1 0.0
H 2.7171 3.4886 -3.5244 0.1 0.1 0.1
N -0.2792 -0.2109 -3.5076 -0.1 0.0 0.1
H 0.9899 2.7132 -4.2210 0.0 0.0 0.0
H -3.3086 -1.4685 -4.5248 0.0 0.0 0.0
C -2.6114 -4.6290 0.9827 0.0 0.0 0.0
C 1.9755 -0.4825 3.2650 -0.1 0.0 -0.1
C -2.6200 -1.1549 -3.7530 0.0 0.1 0.0
O 0.2252 1.5000 -1.3888 0.0 0.1 -0.1
C -2.3642 -3.1436 1.2338 -0.2 -0.1 -0.1
H -1.8273 -3.2195 -3.4264 0.0 0.0 0.0
```
Positions in Å, forces in eV/Å.

* 2S+1: 1

Number 1: HOMO-LUMO gap 0.3227 hartree. Number 2: HOMO-LUMO gap 0.3531 hartree. Number 3: HOMO-LUMO gap 0.3257 hartree.